[1]
14
Properties=species:S:1:pos:R:3 method="wB97M-V/def2-TZVPD" orbital_gap_ev=9.15 de_lowest_kcal_mol=59.6 total_energy_ha=-311.09511 smiles=CCB(O)ON
B -0.56487 -0.10467 -0.24577
C 1.26531 -0.11690 1.50748
C 0.37816 -1.00591 0.69041
N -0.73462 0.93995 -2.50552
O -1.63129 0.73723 0.10302
O -0.12369 -0.05348 -1.68595
H 2.02958 0.31537 0.81134
H 0.70069 0.54750 2.07368
H 1.87778 -0.66748 2.34163
H 1.01971 -1.61507 0.03966
H -0.15066 -1.74255 1.38149
H -0.73985 0.67399 -3.49645
H -1.64537 1.14076 -2.00002
H -1.68088 0.95127 0.98501

[2]
52
Properties=species:S:1:pos:R:3 method="wB97M-V/def2-TZVPD" orbital_gap_ev=8.55 de_lowest_kcal_mol=0.0 charge=+1 total_energy_ha=-4639.46279
Zn 0.34081 -0.44823 -0.22561
C 4.17816 0.10434 -0.94423
C 3.59954 -0.02930 -2.33831
S 1.77438 0.11245 -2.48631
C 1.61262 1.92402 -2.77587
C 1.40090 2.70528 -1.45892
S -0.10855 2.06994 -0.64832
C 0.07819 2.90304 0.98280
C -0.00709 1.91339 2.17245
S 0.94903 0.37048 2.06800
C 2.69551 0.95267 1.89609
C 3.57173 -0.29128 1.70448
S 3.41626 -1.13537 0.17174
H 4.04376 1.09614 -0.46123
H 5.24463 -0.05691 -1.00698
H 3.76681 -1.02626 -2.63191
H 4.08980 0.62225 -3.09304
H 0.75800 2.03083 -3.41931
H 2.48933 2.30426 -3.34384
H 1.18825 3.71516 -1.70497
H 2.20250 2.65871 -0.73635
H -0.57763 3.74892 1.03385
H 1.05126 3.34670 0.98900
H -1.01506 1.56399 2.28555
H 0.25750 2.40818 3.13850
H 2.98224 1.44022 2.84904
H 2.74790 1.64189 1.04262
H 3.37822 -1.01775 2.47121
H 4.61942 0.03754 1.95333
S -4.02595 -2.25513 -0.12464
C -4.51961 -0.59830 0.15135
C -5.80412 -0.11512 0.13346
C -5.98957 1.20518 0.46503
C -4.87868 2.07103 0.66134
C -3.59590 1.54691 0.60664
C -3.39604 0.20917 0.35727
N -2.15093 -0.49763 0.34401
C -2.40785 -1.76600 0.17782
C -1.35100 -2.81554 0.06085
C -1.65556 -4.16901 0.19076
C -0.65952 -5.08745 -0.06325
C 0.59529 -4.66801 -0.50833
C 0.94133 -3.30928 -0.54577
C -0.05440 -2.37507 -0.29190
H -6.63066 -0.78276 -0.04321
H -6.98573 1.66292 0.51516
H -5.08781 3.10921 0.82063
H -2.74309 2.16664 0.74776
H -2.65302 -4.56919 0.48215
H -0.92436 -6.13308 -0.08056
H 1.30527 -5.47282 -0.80319
H 1.94350 -3.02195 -0.73684

[3]
107
Properties=species:S:1:pos:R:3 method="wB97M-V/def2-TZVPD" orbital_gap_ev=9.06 de_lowest_kcal_mol=0.0 charge=-1 total_energy_ha=-4178.73295
N -0.01951 0.97926 -1.09507
S -0.46849 0.06903 0.13168
O -1.17713 0.63133 1.23921
O 0.46980 -0.94572 0.49149
F -1.60391 -0.78586 -0.60314
S 0.68376 2.22574 -0.20342
O 1.79046 1.86084 0.61918
O -0.25042 3.18902 0.24995
F 1.45762 2.88659 -1.43143
C 3.68517 -2.16520 -0.23597
O 4.72329 -2.65625 -0.64461
N 3.46418 -0.80410 -0.12075
N 2.58395 -2.89964 0.08781
H 4.36149 -0.38413 0.06684
H 2.65754 -0.55650 0.43575
H 2.61602 -3.89887 0.04609
H 1.75772 -2.38843 0.36669
C -4.78653 -1.72749 -2.81522
O -3.94387 -1.42845 -3.64111
N -5.84000 -2.55363 -3.13668
N -4.71790 -1.44565 -1.48308
H -5.86377 -2.90580 -4.07391
H -6.57373 -2.67704 -2.46639
H -5.18556 -1.97330 -0.77049
H -4.15042 -0.69389 -1.13101
C 5.02506 0.97134 3.12750
O 5.96139 0.63824 3.82905
N 3.72463 0.86119 3.54130
N 5.11401 1.47406 1.86440
H 3.50585 0.48359 4.44188
H 2.95998 1.25506 3.01983
H 6.01866 1.60728 1.44886
H 4.34218 1.59970 1.23414
C 1.68868 -0.96489 -3.86456
O 2.44638 -1.76428 -4.40572
N 1.29045 -1.11550 -2.55749
N 1.26448 0.15231 -4.51927
H 0.86336 -0.31221 -2.10359
H 1.95572 -1.73444 -2.12156
H 1.61026 0.37717 -5.43152
H 0.47740 0.68918 -4.18864
C -0.64036 3.59610 3.76482
O -0.73844 2.53951 4.36367
N -1.47409 4.04231 2.77957
N 0.29901 4.51711 4.17190
H -2.05128 3.39522 2.27368
H -1.13227 4.82163 2.24461
H 0.50199 5.35949 3.66702
H 0.99759 4.12276 4.77509
C -1.99034 1.90271 -4.12993
O -2.44296 2.16292 -5.23388
N -2.22152 0.70756 -3.50792
N -0.95887 2.59445 -3.52177
H -1.88845 0.61814 -2.56231
H -2.88673 0.02383 -3.85663
H -0.56705 3.38681 -3.99025
H -0.69053 2.23104 -2.62195
C 4.79302 1.75703 -1.97787
C 4.30561 2.69423 -3.07072
O 4.86169 3.95741 -2.73237
S 6.26332 3.80143 -1.92710
O 6.22638 4.48738 -0.68712
O 7.30457 4.04215 -2.85829
O 6.08446 2.25112 -1.63171
H 4.91416 0.73515 -2.32424
H 4.05805 1.83646 -1.17479
H 3.21869 2.72471 -3.08002
H 4.62511 2.41091 -4.07721
C -3.76362 2.54208 0.67543
C -3.75228 2.73413 -0.83488
C -5.17713 2.34268 -1.21175
O -5.55748 1.31620 -0.29859
C -4.66010 1.29686 0.82282
H -4.08302 3.44930 1.19036
H -2.78792 2.27586 1.07768
H -3.01327 2.10655 -1.32705
H -3.65138 3.78797 -1.09938
H -5.22225 1.97184 -2.24018
H -5.84071 3.21518 -1.21110
H -4.02609 0.41179 0.81752
H -5.30139 1.50168 1.68061
C 0.43077 -3.05235 4.38031
C -0.58593 -1.94497 4.21104
C 0.26837 -0.69689 3.97297
O 1.39098 -1.22780 3.24167
C 1.50974 -2.65345 3.38355
H 0.04271 -3.99524 3.98166
H 0.75894 -3.16843 5.41418
H -1.44108 -1.89082 4.87906
H -0.98652 -2.15261 3.20802
H 0.67441 -0.20203 4.85750
H -0.24936 0.00075 3.32447
H 2.51096 -3.02311 3.61334
H 1.29072 -3.01996 2.37695
C -1.41758 -5.76003 0.66623
C -2.62735 -5.07230 0.05649
C -2.14323 -3.67282 -0.28786
O -1.06504 -3.39941 0.62459
C -0.45618 -4.62240 1.05771
H -0.95558 -6.54580 0.06151
H -1.75172 -6.40326 1.48888
H -3.43104 -4.93287 0.78521
H -3.06106 -5.58814 -0.80031
H -2.89364 -2.89204 -0.21515
H -1.68038 -3.61461 -1.28123
H -0.47245 -4.50874 2.13998
H 0.48824 -4.80208 0.54649